1.
{"formula": "C2H4NO3", "method": "ωB97M-V/def2-TZVPD", "multiplicity": 1, "total_charge": 1, "energy_ev": -9754.9401, "de_lowest_kcal_mol": 83.2, "lumo_energy_ev": [-7.206, -6.825], "homo_lumo_gap_ev": [5.634, 6.432], "species": ["C", "C", "N", "O", "O", "O", "H", "H", "H", "H"], "positions_angstrom": [[0.114266, -0.014588, -0.915729], [-1.858104, 0.010837, 0.446180], [3.036862, 0.064753, 0.042172], [3.193082, -0.936466, -0.478411], [3.003440, 1.032540, 0.670341], [-0.455062, -0.028797, 0.259431], [-0.341128, 0.067963, -1.886837], [-2.456738, 0.723604, -0.060859], [-1.927891, 0.103423, 1.502728], [-2.308730, -1.023268, 0.420980]], "forces_ev_per_angstrom": [[2.62, 0.10, 3.12], [-1.66, -2.75, 1.87], [-1.50, 0.73, 0.22], [0.42, 2.01, 1.24], [0.50, -2.90, -1.78], [0.94, 0.16, -3.65], [-1.81, 0.04, -0.08], [0.08, 0.76, -0.85], [-0.26, 1.03, 0.95], [0.67, 0.84, -1.03]], "nbo_charge": [0.106, -0.305, 0.785, 0.035, 0.009, -0.431, 0.143, 0.221, 0.217, 0.219]}

=====

2.
{"formula": "C2H4NO5", "method": "ωB97M-V/def2-TZVPD", "multiplicity": 1, "total_charge": -1, "energy_ev": -13870.3227, "de_lowest_kcal_mol": 0.0, "lumo_energy_ev": 3.910, "homo_lumo_gap_ev": 9.498, "species": ["C", "C", "N", "O", "O", "O", "O", "O", "H", "H", "H", "H"], "positions_angstrom": [[-0.068985, -1.519342, -0.810075], [0.274013, 1.517665, 0.647865], [-0.807665, -0.890740, 0.144842], [-0.016091, -2.731101, -0.883281], [0.597294, -0.729488, -1.637839], [-0.745146, 1.797586, 1.254044], [0.498627, 1.591244, -0.581231], [1.358619, 1.070753, 1.418626], [-1.336715, -1.476288, 0.768474], [-1.060287, 0.080931, 0.115012], [0.569201, 0.241230, -1.314984], [2.064038, 0.831709, 0.804634]], "forces_ev_per_angstrom": [[-0.24, 0.00, 0.12], [0.98, 0.55, 0.71], [-0.48, -0.34, 0.15], [0.13, -0.47, -0.12], [0.17, 0.43, -0.16], [-0.49, 0.06, 0.48], [0.20, -0.01, -1.02], [-0.14, 0.03, 0.15], [0.15, -0.01, -0.16], [-0.07, 0.03, -0.04], [0.00, -0.40, -0.02], [-0.21, 0.13, -0.09]], "nbo_charge": [0.881, 0.959, -0.869, -0.702, -0.728, -0.742, -0.833, -0.755, 0.388, 0.418, 0.511, 0.471]}

=====

3.
{"formula": "C2H4NOP", "method": "ωB97M-V/def2-TZVPD", "multiplicity": 1, "total_charge": 0, "smiles": "C1=NC1.O=P", "energy_ev": -14961.2055, "de_lowest_kcal_mol": 79.3, "lumo_energy_ev": -0.966, "homo_lumo_gap_ev": 8.806, "species": ["C", "C", "N", "O", "P", "H", "H", "H", "H"], "positions_angstrom": [[1.010662, -0.970522, 0.430757], [0.475024, -0.505069, -0.873855], [1.422837, -1.290099, -0.994893], [-1.609953, 2.544174, 0.954566], [-1.628047, 1.115424, 0.736381], [1.429043, -0.248026, 1.010064], [0.634584, -1.772255, 0.903777], [-1.512325, 1.160979, -0.685852], [-0.221826, -0.034605, -1.480945]], "forces_ev_per_angstrom": [[-0.89, 1.12, -3.32], [0.67, -1.57, 1.20], [1.16, 0.36, -0.15], [0.05, 2.48, 1.12], [-0.22, -1.71, -0.39], [2.04, 1.70, 1.41], [-1.66, -2.55, 1.68], [-0.18, -0.54, -0.51], [-0.98, 0.71, -1.04]], "nbo_charge": [-0.316, 0.035, -0.279, -0.962, 1.150, 0.180, 0.180, -0.198, 0.210]}

=====

4.
{"formula": "C2H4NOP", "method": "ωB97M-V/def2-TZVPD", "multiplicity": 3, "total_charge": 0, "energy_ev": -14959.3234, "de_lowest_kcal_mol": 48.0, "lumo_energy_ev": [0.245, -2.380], "homo_lumo_gap_ev": [5.584, 6.969], "species": ["C", "C", "N", "O", "P", "H", "H", "H", "H"], "positions_angstrom": [[0.773811, -0.527324, -0.269873], [0.692583, 0.961592, -0.245092], [1.449400, -1.546568, -0.073856], [-1.717872, -0.060908, 0.850959], [-1.124785, -0.256626, -0.694316], [0.226056, 1.358466, 0.727913], [1.006372, 1.637411, -1.015136], [0.903633, -2.312309, -0.131562], [-2.209200, 0.746268, 0.850961]], "forces_ev_per_angstrom": [[-1.21, 6.50, -0.14], [-2.74, -3.40, 1.26], [2.41, 0.47, 0.12], [0.22, -1.22, -0.37], [2.20, 0.88, 0.72], [1.02, -0.19, -1.55], [0.42, 0.11, -0.36], [-1.48, -4.15, -0.01], [-0.84, 1.00, 0.35]], "nbo_charge": [-0.105, -0.501, -0.578, -1.009, 0.913, 0.213, 0.221, 0.357, 0.488]}

=====

5.
{"formula": "C2H4NP", "method": "ωB97M-V/def2-TZVPD", "multiplicity": 1, "total_charge": 0, "energy_ev": -12913.9818, "de_lowest_kcal_mol": 58.7, "lumo_energy_ev": [-0.779, -0.778], "homo_lumo_gap_ev": [6.563, 6.563], "species": ["C", "C", "N", "P", "H", "H", "H", "H"], "positions_angstrom": [[-0.341226, -0.500650, 0.174428], [0.009428, 0.872286, 0.572632], [0.164752, -1.074562, -1.015801], [0.831725, -1.806216, -2.559444], [-0.965695, -1.145588, 0.766393], [0.472405, 1.406322, -0.253085], [0.709872, 0.840882, 1.411265], [-0.881261, 1.407526, 0.903613]], "forces_ev_per_angstrom": [[2.69, -3.10, -6.37], [0.08, 0.25, 0.10], [-0.35, 0.40, 0.83], [-2.25, 2.48, 5.20], [-0.17, -0.18, 0.16], [0.01, 0.00, 0.01], [0.00, 0.08, 0.04], [0.00, 0.06, 0.02]], "nbo_charge": [0.086, -0.674, -0.731, 0.424, 0.196, 0.238, 0.233, 0.228]}

=====

6.
{"formula": "C2H4NP", "method": "ωB97M-V/def2-TZVPD", "multiplicity": 1, "total_charge": 0, "energy_ev": -12913.8884, "de_lowest_kcal_mol": 60.9, "lumo_energy_ev": [-0.241, -0.262], "homo_lumo_gap_ev": [7.587, 7.681], "species": ["C", "C", "N", "P", "H", "H", "H", "H"], "positions_angstrom": [[-0.329023, -0.135071, 0.797281], [-0.113709, 0.546467, -0.568046], [-1.316664, 0.680452, 1.447792], [-1.863888, 1.885899, 0.548499], [-0.534074, -1.197708, 0.787691], [0.435470, -0.185096, 1.545890], [0.623066, 1.210096, -0.890053], [-0.513231, 0.193347, -1.490110]], "forces_ev_per_angstrom": [[-0.39, 1.26, -0.07], [-2.88, 1.51, 0.60], [-1.61, 0.13, 0.64], [3.02, -2.85, -0.90], [-0.95, -0.29, -0.53], [1.54, 0.55, -0.06], [1.87, 0.87, 0.56], [-0.61, -1.17, -0.24]], "nbo_charge": [-0.313, -0.523, -0.800, 0.794, 0.219, 0.222, 0.201, 0.199]}

=====

> What is the formula in the first record?

C2H4NO3